This record from the Open Molecules 2025 dataset describes 2 unconnected molecules or ions with the total composition C2H7S2. The level of theory is ωB97M-V/def2-TZVPD.

Output
molecular weight = 95.21 g/mol
energy above the lowest of the compared OMol25 structures with the same formula, charge and spin = 60.57 kJ/mol
charge = -1
orbital gap = 6.32 eV
electronic energy = -23858.5873 eV

The geometry in XYZ format:
```
11
Properties=species:S:1:pos:R:3:forces:R:3
S 0.26180 1.75561 0.05852 0.325 -0.254 -0.401
S -0.90684 -1.41479 1.02967 0.376 0.132 -0.549
C 0.81332 1.48548 -1.67958 -0.174 -0.493 0.947
C 0.29863 -2.08050 -0.20834 -0.474 -0.754 0.559
H 1.33087 -1.96794 0.12694 0.054 0.182 -0.069
H 1.52611 0.66579 -1.72197 0.083 -0.048 0.068
H 0.19894 -1.72121 -1.23570 -0.084 0.322 0.102
H -0.05786 1.19534 -2.25670 0.038 0.299 -0.381
H 0.09733 -3.15594 -0.24639 0.224 -0.022 -0.177
H -0.12803 0.41584 0.34438 -0.183 0.389 0.208
H 1.31686 2.38090 -2.01610 -0.187 0.245 -0.306
```
Forces are in eV/Å.

In elementary charge units, the Mulliken charges are: S -0.27; S -0.64; C -0.74; C -0.85; H 0.24; H 0.24; H 0.23; H 0.24; H 0.24; H 0.03; H 0.28


This record from the Open Molecules 2025 dataset describes a molecular structure, C2H7NO3. The level of theory is ωB97M-V/def2-TZVPD.

Output
molecular weight = 93.08 g/mol
energy above the lowest of the compared OMol25 structures with the same formula, charge and spin = 197.58 kJ/mol
orbital gap = 9.41 eV
electronic energy = -9818.9129 eV

The geometry in XYZ format:
```
13
Properties=species:S:1:pos:R:3:forces:R:3
O -2.10414 -0.22380 1.51734 1.025 -0.528 -1.002
O -0.16238 1.72402 -1.02844 1.835 -0.051 -0.005
O -1.62544 0.00604 -0.67548 -0.640 -1.500 0.603
N 1.21694 -0.16733 0.06007 -1.834 0.785 -0.828
C 0.06527 -0.88739 0.77508 0.811 -0.854 0.131
C -1.35455 -0.32383 0.54475 -0.967 0.776 0.681
H 1.62479 -0.83878 -0.55385 1.030 -0.362 -0.074
H 1.81889 0.21890 0.76471 0.674 -0.054 -0.055
H -0.92505 0.91931 -1.06681 -0.033 0.136 0.730
H 0.86675 0.77111 -0.69472 -1.335 -0.430 1.768
H 0.08768 1.79523 -1.93291 0.229 0.820 -1.426
H 0.12942 -1.94151 0.47702 -0.432 0.270 -0.709
H 0.36183 -1.05197 1.81323 -0.363 0.992 0.186
```
Forces are in eV/Å.

In elementary charge units, the Mulliken charges are: O -0.62; O -0.80; O -0.68; N -0.41; C -0.48; C 0.56; H 0.33; H 0.33; H 0.45; H 0.41; H 0.31; H 0.24; H 0.36


This record from the Open Molecules 2025 dataset describes a molecular structure, C26H29Cl5N2PSSn. The level of theory is ωB97M-V/def2-TZVPD.

Output
molecular weight = 728.55 g/mol
energy above the lowest of the compared OMol25 structures with the same formula, charge and spin = 0.00 kJ/mol
charge = +1
orbital gap = 7.58 eV
electronic energy = -118975.8634 eV

The geometry in XYZ format:
```
65
Properties=species:S:1:pos:R:3:forces:R:3
Sn -1.60111 -0.76259 -0.21571 -0.090 0.245 0.137
Cl -2.25257 -3.53660 0.66008 -0.069 -0.491 -0.108
Cl -2.86552 -4.81839 3.46146 0.019 0.056 -0.009
Cl -0.96677 1.08916 2.98707 0.094 0.210 0.143
Cl -2.52125 -3.07498 6.03318 0.009 0.002 -0.010
Cl -1.53603 -0.13221 5.79367 -0.016 -0.013 -0.022
S -3.98627 5.62718 -2.97785 0.032 -0.204 0.233
P 1.14271 -0.98486 -0.53965 0.580 -0.040 -0.025
N -2.11670 1.62988 -0.00726 0.215 0.036 -0.189
N -5.46219 5.33299 -0.85306 0.076 -0.153 0.230
C 2.57853 -2.44840 -2.58937 0.040 0.061 0.019
C 1.36898 1.67402 0.12706 0.027 -0.136 -0.011
C 3.13690 0.90905 -1.30881 -0.004 0.027 -0.016
C 1.95547 0.64747 -0.61498 -0.267 -0.024 0.060
C -2.19025 -2.40562 4.49414 0.032 -0.007 -0.019
C -2.35262 3.46343 -1.51729 -0.167 0.129 0.008
C 3.63712 -1.96678 0.49756 -0.035 -0.024 -0.059
C 1.93551 2.93901 0.16060 -0.017 0.048 0.039
C -1.50370 -0.54483 3.12138 -0.113 -0.205 -0.130
C -1.67562 2.36594 -1.03761 -0.048 -0.020 0.042
C 3.70604 2.17189 -1.26757 0.033 -0.012 -0.027
C 1.24495 -1.78127 -2.25343 -0.148 0.088 0.183
C -3.56590 3.83643 -0.93498 0.244 -0.370 0.202
C -4.37414 4.94056 -1.52925 -0.074 0.503 -0.530
C 0.90984 -0.67774 -3.26683 -0.018 -0.040 0.076
C -3.23560 2.02028 0.60032 0.002 -0.117 0.197
C 3.10468 3.18948 -0.53995 -0.001 0.012 0.002
C 1.91030 -1.11293 2.07419 -0.002 -0.030 -0.051
C 2.13724 -1.90157 0.77807 -0.291 0.020 -0.071
C 1.55086 -3.30714 0.92379 0.006 0.042 -0.014
C -2.07359 -2.61160 2.11652 0.075 0.413 0.120
C -3.98176 3.10414 0.17694 -0.033 0.139 -0.137
C -1.65324 -1.29451 1.96363 -0.164 -0.064 -0.231
C -2.34793 -3.18711 3.34794 -0.017 -0.112 0.056
C -1.75689 -1.08248 4.38231 0.015 0.055 0.075
C 0.14708 -2.85447 -2.33376 -0.001 -0.020 0.108
H 2.36408 -0.12320 2.02417 -0.013 0.019 0.024
H -4.89185 3.33710 0.71154 0.015 -0.090 0.011
H 3.55147 4.17443 -0.51618 0.000 -0.002 0.000
H 0.47374 1.46403 0.70370 0.035 0.106 -0.042
H 0.26177 -3.41315 -3.26457 0.024 0.003 -0.005
H -0.74484 2.04710 -1.49195 -0.033 0.005 -0.059
H -0.84815 -2.40819 -2.35201 -0.025 -0.042 0.000
H 0.70758 -1.13204 -4.23888 -0.003 -0.028 0.013
H 3.87734 -2.60912 -0.34697 0.033 0.046 0.056
H 1.46594 3.72789 0.73428 0.003 -0.019 0.018
H -6.01507 6.07545 -1.24768 -0.022 0.016 0.023
H -3.54048 1.43681 1.46183 -0.069 -0.017 -0.054
H 4.12726 -2.38450 1.38001 -0.008 -0.008 0.008
H 1.72296 -3.91359 0.03314 -0.019 -0.015 0.047
H 3.62568 0.13652 -1.88311 0.006 -0.027 -0.015
H 0.84840 -1.00612 2.29543 0.091 0.002 0.022
H 0.01086 -0.13023 -2.96477 -0.003 0.010 -0.077
H 4.05968 -0.97728 0.33007 0.041 0.023 -0.010
H 2.37377 -1.65182 2.90333 0.017 -0.027 -0.017
H 0.19948 -3.56682 -1.50750 -0.026 0.005 -0.070
H -1.97367 4.02012 -2.36063 0.004 0.021 -0.050
H -5.68117 5.00985 0.07300 -0.026 0.056 -0.042
H 2.55412 -2.76078 -3.63571 -0.032 -0.012 -0.001
H 4.62679 2.36035 -1.80373 -0.014 0.003 -0.011
H 2.02713 -3.81346 1.76597 0.009 0.011 0.004
H 1.71833 0.03897 -3.38912 0.025 0.024 0.010
H 2.74069 -3.33974 -1.98294 0.006 0.014 -0.045
H 3.43373 -1.78818 -2.46693 0.030 -0.008 -0.007
H 0.47795 -3.26520 1.12360 0.030 -0.075 -0.005
```
Forces are in eV/Å.

In elementary charge units, the Mulliken charges are: Sn 0.41; Cl -0.15; Cl -0.17; Cl -0.14; Cl -0.16; Cl -0.16; S -0.34; P 0.28; N -0.04; N -0.29; C -1.72; C -0.19; C -0.32; C 0.63; C 0.55; C -0.97; C -1.59; C -0.63; C 1.12; C -0.20; C -0.78; C 1.84; C 1.32; C 0.25; C -1.69; C -0.63; C -0.83; C -1.74; C 2.00; C -1.67; C 0.85; C -0.92; C -1.16; C -0.39; C -0.25; C -1.55; H 0.34; H 0.26; H 0.41; H 0.08; H 0.55; H 0.53; H 0.30; H 0.54; H 0.30; H 0.51; H 0.21; H 0.41; H 0.53; H 0.27; H 0.24; H 0.25; H 0.26; H 0.33; H 0.57; H 0.22; H 0.43; H 0.15; H 0.54; H 0.49; H 0.53; H 0.34; H 0.36; H 0.26; H 0.22


This record from the Open Molecules 2025 dataset describes a molecular structure, C29H33AsBrMnN5O8S. The level of theory is ωB97M-V/def2-TZVPD.

Output
molecular weight = 821.44 g/mol
energy above the lowest of the compared OMol25 structures with the same formula, charge and spin = 115.20 kJ/mol
orbital gap (spin up / spin down) = 4.95 / 4.85 eV
electronic energy = -227478.2453 eV
2S+1 = 6

The geometry in XYZ format:
```
79
Properties=species:S:1:pos:R:3:forces:R:3
Br 1.69158 4.30682 -0.58124 -0.015 0.025 0.022
As 0.20347 -0.78343 3.57124 -0.955 0.103 -0.327
Mn 0.34153 1.27574 -0.25473 0.655 -0.648 0.717
S 2.09664 -1.32049 0.65916 -0.061 -0.376 0.386
O -0.63767 0.91380 6.96587 -0.117 0.503 -0.081
O 1.03834 -0.29933 0.94218 0.194 0.012 -0.331
O 3.42612 -0.83373 0.90225 0.052 0.115 -0.145
O -0.03917 -1.05291 5.21111 0.178 0.179 0.456
O -1.43050 2.97209 7.18656 -0.193 0.157 -0.058
O 1.80212 0.14364 3.59388 0.387 0.264 0.038
O 0.96105 2.23887 2.06532 -0.205 0.198 -0.127
O 1.88903 -1.87969 -0.68172 -0.044 0.065 -0.205
N -0.88495 2.20930 -1.81965 -0.720 0.321 -0.386
N -1.43400 -0.78041 -2.30719 -0.016 0.040 0.012
N 2.16177 1.73044 -1.42364 0.002 0.133 -0.210
N -1.35595 2.07943 0.80790 -1.268 0.509 -0.652
N -0.71249 -0.63857 -1.08967 0.072 0.113 0.112
C -2.07248 -2.10044 -2.49516 -0.028 -0.041 0.000
C 4.27780 -0.11390 -3.92164 0.006 -0.002 0.001
C -1.60669 2.58386 -4.06402 -0.317 0.048 0.072
C 3.50112 3.34847 -2.55270 -0.012 0.029 0.051
C 2.25066 -3.89332 1.42960 0.020 -0.034 -0.059
C 1.30125 -4.84232 3.41988 -0.029 0.028 0.001
C -3.03962 -2.44899 -1.35914 0.002 -0.017 -0.020
C 2.54434 2.98581 -1.62543 0.040 -0.021 -0.063
C 0.79264 -3.59972 3.76805 0.111 -0.132 -0.059
C -0.97575 -3.15812 -2.60264 0.003 0.015 -0.004
C 1.73332 -2.65207 1.78344 0.037 -0.116 -0.026
C -0.63308 2.29776 -3.12192 0.055 -0.060 0.126
C 2.72779 0.76849 -2.16646 0.088 -0.004 0.125
C -1.40072 2.13958 2.20189 -0.041 0.027 0.344
C -2.15150 2.40959 -1.38953 0.265 0.010 -0.941
C 1.00974 -2.48917 2.95858 0.085 0.155 0.244
C -2.91172 2.78196 -3.62759 0.271 -0.017 -0.278
C -2.55892 2.03000 2.97602 0.005 -0.045 0.066
C -1.23578 2.12235 4.97904 0.094 0.032 -0.131
C 4.07487 2.34277 -3.31380 0.003 -0.024 0.000
C 2.03482 -4.98866 2.25007 0.012 0.007 -0.025
C -2.47623 1.99572 4.35346 -0.085 0.075 -0.133
C -1.12221 2.04830 6.47959 0.301 -0.422 0.303
C -3.18849 2.69749 -2.27651 0.156 -0.072 0.420
C -0.16312 2.23850 2.83962 0.133 0.026 -0.205
C 3.69067 1.02094 -3.13327 0.029 -0.007 -0.008
C -2.83847 -1.99342 -3.80894 0.032 0.022 -0.011
C -2.36205 2.35294 0.04626 0.740 -0.102 1.162
C -0.08885 2.28834 4.22323 -0.068 -0.001 0.133
H 2.81284 -3.99454 0.51068 0.011 -0.021 -0.017
H -4.18872 2.85482 -1.89525 -0.008 -0.001 -0.004
H 4.65804 -0.88792 -3.25501 -0.008 0.003 0.008
H -3.30402 -2.94664 -4.05931 -0.009 0.009 0.006
H 2.17736 -0.01653 4.47063 0.044 -0.008 -0.042
H 2.41931 -0.24621 -1.93867 -0.035 -0.034 -0.028
H 0.39323 2.12297 -3.42425 -0.008 -0.013 0.016
H -0.52386 -3.37847 -1.63407 0.026 0.029 -0.010
H 3.52224 -0.57440 -4.55964 0.003 -0.003 0.001
H -1.38743 -4.08741 -2.99811 -0.013 -0.009 0.039
H 2.43915 -5.95391 1.97404 0.004 -0.009 -0.004
H -3.70101 3.00237 -4.33402 0.009 -0.003 -0.002
H 0.87964 2.36287 4.69772 -0.010 -0.005 -0.018
H 0.23951 -3.46409 4.69022 0.000 0.054 0.018
H -1.23830 -0.97247 -0.27966 0.008 -0.055 -0.018
H -3.63012 -1.24191 -3.73916 -0.005 0.013 -0.001
H 5.09441 0.22864 -4.55485 0.001 0.004 0.001
H -3.36829 1.86479 4.95095 0.010 -0.011 -0.009
H 1.60475 1.64040 2.50786 0.100 -0.306 0.212
H 4.83215 2.59209 -4.04722 -0.001 0.000 -0.002
H -3.34089 2.62549 0.43503 0.013 0.021 0.029
H -2.52305 -2.60142 -0.40955 -0.006 0.005 -0.001
H -3.56728 -3.37730 -1.58253 0.010 0.000 0.004
H -0.18712 -2.81454 -3.27375 -0.017 -0.016 -0.030
H -2.16426 -1.70863 -4.61753 0.005 -0.015 -0.007
H -3.78772 -1.66178 -1.22979 -0.015 0.001 -0.004
H 3.78540 4.38363 -2.66612 0.001 0.004 -0.007
H -3.52144 1.90087 2.49776 -0.016 -0.012 0.000
H -2.15544 -0.06545 -2.31300 -0.011 -0.030 -0.006
H 1.12973 -5.69524 4.06447 0.010 -0.024 -0.001
H -1.34515 2.63912 -5.11059 -0.012 0.009 -0.004
H -0.40953 0.24005 6.26146 0.036 -0.600 -0.412
H 0.12557 -1.22355 -1.13636 0.031 -0.049 -0.012
```
Forces are in eV/Å.

In elementary charge units, the Mulliken charges are: Br -0.07; As 0.51; Mn 0.83; S 1.47; O -0.43; O 0.26; O -0.72; O -1.05; O -0.60; O -0.74; O -0.40; O -0.86; N 0.59; N -0.33; N 0.08; N 0.38; N 0.40; C 1.74; C -1.34; C -0.87; C -0.74; C -0.85; C -0.60; C -1.72; C 0.15; C -0.64; C -1.77; C 0.11; C -0.06; C -0.61; C 0.79; C -0.15; C 0.09; C -0.51; C -0.88; C 0.45; C -0.48; C -0.70; C -1.01; C 0.14; C -0.89; C 0.28; C 0.36; C -1.81; C -0.02; C -0.07; H 0.46; H 0.49; H 0.34; H 0.44; H 0.28; H 0.79; H 0.29; H 0.26; H 0.29; H 0.51; H 0.38; H 0.44; H 0.27; H 0.45; H 0.06; H 0.38; H 0.38; H 0.44; H 0.35; H 0.40; H 0.41; H 0.41; H 0.44; H 0.36; H 0.40; H 0.33; H 0.45; H 0.29; H 0.09; H 0.40; H 0.46; H 0.53; H -0.01


This record from the Open Molecules 2025 dataset describes a single C4H6N2 molecule. The level of theory is ωB97M-V/def2-TZVPD.

Output
molecular weight = 82.11 g/mol
energy above the lowest of the compared OMol25 structures with the same formula, charge and spin = 171.95 kJ/mol
orbital gap = 9.61 eV
electronic energy = -7223.8088 eV

The geometry in XYZ format:
```
12
Properties=species:S:1:pos:R:3:forces:R:3
N 1.93280 -0.04378 -0.29352 -0.788 0.688 1.142
N 1.61831 1.30097 0.40918 0.697 -2.341 -2.131
C 0.29398 1.23675 0.45035 0.310 -0.262 -0.582
C -1.68501 -0.35568 0.02742 -0.349 -0.097 0.024
C 0.78993 -0.73728 -0.39125 -0.419 -0.026 0.132
C -0.25161 0.00735 0.06267 -0.256 -0.060 -0.309
H 2.76664 -0.63397 -0.50056 -0.158 1.981 0.951
H -0.39741 2.08691 0.51331 0.962 0.063 0.864
H -1.82444 -1.34566 0.46686 -0.191 0.031 -0.104
H -2.27010 0.35320 0.61711 -0.062 -0.078 -0.112
H 0.70526 -1.74905 -0.77460 0.432 0.152 -0.043
H -2.05682 -0.36124 -1.00141 -0.179 -0.049 0.168
```
Forces are in eV/Å.

In elementary charge units, the Mulliken charges are: N -0.07; N -0.56; C -0.12; C -1.14; C -0.50; C 0.53; H 0.25; H 0.34; H 0.30; H 0.33; H 0.39; H 0.26